1.
103
Properties=species:S:1:pos:R:3 method="wB97M-V/def2-TZVPD" homo_ev="-1.8 / -1.8" spin_multiplicity=2 relative_energy_kcal_mol=34.7 fmax_ev_per_a=2.3 s_squared=0.79 charge=-2 energy_ha=-4154.86434 homo_lumo_gap_ev="5.362 / 4.132"
Cs -0.5181 1.0529 -0.4413
Sb -2.7156 3.1834 -3.0271
Cl -1.6045 -1.0822 -3.4920
Cl -4.0237 -2.3608 -4.5897
F -2.5151 1.6635 -1.8699
F -1.3378 3.0121 -4.3089
F -4.4293 3.3801 -2.2017
F -3.1576 4.7995 -3.9348
F 0.8481 -1.7740 -0.6724
F -3.6403 2.0294 -4.2337
F -2.0394 4.2281 -1.5867
O 5.5019 1.9352 -5.1581
O 6.0900 3.9484 -5.6134
O 1.3934 1.0548 -2.5842
O 0.0290 2.8067 -2.2187
N 5.3114 3.1361 -5.1381
N -0.6582 1.2570 2.5482
N 1.5054 -2.2874 1.9575
N -2.3297 -0.6517 1.4676
N 1.6846 1.9817 1.2997
C 0.8122 -4.8020 3.1966
C -2.4022 -0.4049 2.7948
C -2.5028 0.0615 5.5469
C -3.1113 -1.5456 0.9265
C 1.6165 -3.7204 3.9000
C 4.0842 3.6391 -4.5057
C -3.3022 -1.1205 3.6258
C 4.4076 -1.8848 -1.0076
C 3.8592 5.0084 -4.4999
C 3.0609 -1.7432 -1.3099
C 2.7233 2.3193 0.5774
C -0.6273 -4.3396 2.9398
C 2.4980 4.6213 1.1365
C 2.9039 -1.7124 5.3445
C -0.8958 3.5497 3.3855
C -0.2364 2.5271 2.6915
C 2.1271 -1.8977 -0.3092
C 3.1712 3.6504 0.4562
C 3.2002 2.7398 -3.9347
C -0.4649 4.8808 3.3464
C 1.3682 4.2957 1.9242
C 1.8000 4.5914 -3.3236
C 2.7026 5.4777 -3.9009
C 3.8762 -2.3133 1.2975
C 2.4801 -2.1553 1.0459
C 1.8976 -2.4798 3.3028
C 0.6409 5.2750 2.6391
C -1.6263 0.8065 4.7470
C 1.9614 0.9640 4.4722
C -1.5367 0.6343 3.3592
C 0.9703 2.9374 1.9572
C 2.4973 -1.4362 4.0428
C -4.1361 -2.0775 3.0040
C 1.4568 -5.3413 1.9154
C 2.7063 -2.9555 5.9183
C -2.7257 -2.4226 -3.3710
C -4.0526 -2.2944 1.6588
C 2.0484 -3.9388 5.2027
C 2.0475 3.2250 -3.3334
C 1.0601 2.2640 -2.6649
C 2.6261 -0.0203 3.5109
C 4.0773 0.4008 3.2776
C -3.3442 -0.8810 5.0209
C 4.8071 -2.1849 0.2955
H 4.5777 5.6715 -4.9578
H 1.3781 -4.6244 1.1030
H -0.9903 1.5456 5.2162
H 0.7714 -5.6372 3.9053
H -3.0026 -1.6990 -0.1446
H 4.0201 3.8815 -0.1750
H -1.1973 -5.1303 2.4434
H -3.1959 -2.3994 -2.3952
H 3.3706 -0.9248 5.9226
H -1.1306 -4.0885 3.8759
H 4.1033 1.4448 2.9614
H 1.8470 -4.8999 5.6643
H 0.9473 -6.2559 1.6006
H 2.5076 1.0258 5.4187
H -0.6430 -3.4538 2.3025
H -4.0317 -1.4432 5.6419
H 0.9494 6.3124 2.5932
H -4.6834 -3.0183 1.1585
H 5.8590 -2.3077 0.5207
H 2.0835 0.0519 2.5680
H 0.9359 0.6691 4.6788
H -4.8377 -2.6338 3.6169
H -2.1872 -3.3497 -3.5261
H 1.9417 1.9542 4.0247
H 0.8823 4.9275 -2.8568
H 3.2316 1.5178 0.0470
H 3.0346 -3.1484 6.9328
H 4.5675 -0.1972 2.5058
H 4.1885 -2.5441 2.3065
H 2.5017 6.5416 -3.8877
H -2.5103 0.2481 6.6164
H 2.8035 5.6604 1.0720
H -1.0473 5.6239 3.8818
H 2.7133 -1.4900 -2.3027
H 5.1463 -1.7590 -1.7885
H 2.5128 -5.5743 2.0664
H -1.8031 3.3093 3.9232
H 3.3861 1.6760 -3.9340
H 4.6622 0.3093 4.1994



2.
94
Properties=species:S:1:pos:R:3 method="wB97M-V/def2-TZVPD" homo_ev="-18.0 / -18.0" spin_multiplicity=2 relative_energy_kcal_mol=47.6 fmax_ev_per_a=4.7 s_squared=0.78 charge=+4 energy_ha=-5409.04727 homo_lumo_gap_ev="3.443 / 4.046"
Re -0.6323 -0.1877 0.4714
As -1.4233 -2.5297 0.2412
S -1.0221 -0.1028 2.8137
P 2.6194 0.7686 0.1856
P 0.5143 2.9299 -0.1505
O -0.5661 1.8934 0.1034
O 1.4480 -0.2020 0.0861
N -2.9020 0.3158 0.5349
N -3.4411 0.4389 1.8345
N -3.2052 0.5602 4.1264
C 2.1238 4.1352 -3.6666
C -1.0514 6.8307 1.6644
C -5.0986 -2.7938 -1.6627
C 1.8590 3.9850 -2.3186
C 0.9081 3.0539 -1.9016
C 0.5403 -6.1091 1.2736
C -4.8329 -2.6654 -3.0157
C 2.9783 0.3502 -2.5658
C 4.6949 1.4545 -3.8351
C 0.4967 2.4351 -4.1843
C -0.5778 -4.3107 0.1582
C 3.4327 0.9936 -1.4170
C -0.0658 4.4986 0.5444
C 0.2253 2.2808 -2.8360
C 4.0368 -1.1773 1.5255
C -3.5318 -2.4815 -3.4696
C -2.7315 -2.5328 -1.2096
C 5.4142 0.5856 3.1727
C -5.2780 -3.6968 2.7095
C -4.0687 -3.6887 3.3966
C 4.9279 -1.6660 2.4677
C 2.0564 2.4425 0.7417
C -4.1593 -2.9954 0.6937
C -0.8498 5.7146 2.4647
C -0.7629 6.7826 0.3089
C -2.8968 -3.3011 2.7488
C -5.3303 -3.3411 1.3737
C -2.9405 -2.9545 1.4129
C -0.4963 -6.4717 -0.8700
C 5.6220 -0.7812 3.2760
C -2.4783 -2.3899 -2.5627
C 3.6013 0.5993 -3.7761
C 0.1529 -4.7770 1.2453
C 4.5288 1.0856 2.2288
C -0.8977 -5.1448 -0.9090
C -4.0503 -2.7516 -0.7390
C 4.5444 1.8375 -1.4715
C 3.8228 0.1946 1.4281
C 0.2085 -6.9493 0.2219
C -2.6842 0.3386 2.9383
C 1.4404 3.3659 -4.5986
C -0.3574 4.5450 1.9074
C 5.1606 2.0799 -2.6845
C -0.2730 5.6140 -0.2584
H -0.9215 7.6524 -0.3120
H 6.0169 2.7350 -2.7324
H 3.2476 0.1177 -4.6753
H -1.4619 -2.2450 -2.9130
H -5.6429 -2.7250 -3.7285
H 2.8438 4.8692 -3.9944
H 1.8645 2.4329 1.8187
H 6.3502 -1.1587 3.9821
H -1.9537 -3.3132 3.2835
H 4.9304 2.2926 -0.5705
H 0.4064 -4.1163 2.0672
H -3.3328 -2.4320 -4.5278
H 4.3948 2.1533 2.1548
H -6.2777 -3.3486 0.8538
H -0.0677 5.5784 -1.3164
H -4.0326 -4.0162 4.4240
H 5.2086 1.6066 -4.7725
H 5.0936 -2.7291 2.5528
H 3.5051 -1.8526 0.8722
H -0.0401 1.8516 -4.9163
H -2.6312 0.4669 4.9533
H -6.1817 -4.0054 3.2150
H -1.0691 5.7556 3.5214
H 0.4931 -7.9935 0.2592
H -4.4082 0.7487 1.9190
H -2.9529 1.2245 0.0471
H 1.0890 -6.4862 2.1240
H -0.5202 1.5682 -2.5022
H 2.1388 -0.3260 -2.5072
H -0.7513 -7.1210 -1.6948
H -0.2072 3.6690 2.5244
H -1.4637 -4.7763 -1.7571
H -1.4359 7.7414 2.1009
H 2.8292 3.1795 0.5275
H 2.3765 4.5973 -1.5958
H 5.9402 1.2678 3.8236
H 1.6287 3.5070 -5.6526
H -6.1141 -2.9441 -1.3318
H -4.1695 0.8255 4.2794
H -3.4759 -0.3557 -0.0023



3.
102
Properties=species:S:1:pos:R:3 method="wB97M-V/def2-TZVPD" homo_ev=-2.4 relative_energy_kcal_mol=15.6 fmax_ev_per_a=1.3 charge=-2 energy_ha=-5340.83296 homo_lumo_gap_ev=6.077
K -0.6683 1.1365 -1.4571
Cl 1.8480 -1.8518 -6.0322
Cl 1.8598 -0.4657 -3.2165
Cl -1.2330 3.4894 -5.0943
Cl -1.3650 2.0729 -7.8977
Cl 0.2601 -0.5589 -8.4079
O 0.5222 2.1243 -3.1864
O -0.9525 3.6953 1.8826
O -3.1933 1.6452 -1.5108
O -1.5232 -0.8028 -3.9010
N 0.5817 -2.6590 0.3053
N -2.0364 2.6349 0.1682
N -2.5896 -1.4869 0.4731
N -3.7267 -0.8437 -3.3551
N -0.5389 -0.8807 2.3538
N -2.9387 4.5630 1.2233
N -2.0386 -1.1706 -1.7165
N -0.4246 -8.4486 7.1137
C -2.8300 5.5873 2.2405
C 3.2728 3.1328 -0.6540
C -3.1118 2.5523 -0.6630
C 0.9648 -6.1011 4.9134
C -1.4348 -5.8613 4.9740
C -2.9734 -1.2654 -0.7894
C -0.3311 2.0375 -5.3957
C 0.4372 1.5346 -4.2970
C -1.3480 -4.8186 4.0684
C -1.9031 3.5938 1.1016
C -4.3728 -1.1800 -1.1122
C -4.1659 3.5594 -0.5294
C -0.3981 1.3981 -6.6214
C 3.8349 0.7820 -0.4622
C 0.9334 -3.3474 -0.7544
C 2.7835 3.1226 0.6517
C 3.2922 -0.5342 1.6171
C 1.0306 -0.3402 -5.7960
C -0.3428 -2.0084 3.1273
C 3.8355 1.9690 -1.1977
C 1.0873 0.2853 -4.5682
C 4.3581 -0.5125 -1.0509
C -4.0633 -0.4270 -4.7063
C 1.0379 -5.0631 3.9991
C 0.9349 -4.7678 -0.5230
C 3.1540 4.3635 -1.5283
C 2.7601 1.9256 1.3815
C 2.2729 4.3782 1.3241
C -0.4606 -1.6757 4.5134
C -4.6781 -0.9367 -2.3973
C -4.0247 4.5118 0.4015
C -0.7164 -0.3207 4.5598
C 0.5569 -4.9305 0.7803
C 3.2994 0.7617 0.8336
C -2.3542 -0.9391 -3.0109
C 4.4243 2.0152 -2.5913
C 0.3287 -3.6024 1.2961
C -0.0398 -3.2796 2.5964
C -0.2751 -6.5053 5.4036
C -0.3581 -7.5862 6.3546
C -0.7660 0.1113 3.2005
C 2.1089 1.9203 2.7469
C 0.2967 0.2108 -6.8506
C -0.1139 -4.4101 3.5679
H 2.5739 5.2791 0.7939
H 4.8038 3.0087 -2.8283
H -5.1342 -1.2364 -0.3485
H -3.3452 5.2997 3.1614
H 5.3336 -0.7826 -0.6306
H -0.9740 1.1127 2.8349
H 2.3885 5.0422 -1.1612
H 5.2559 1.3195 -2.6972
H -3.2923 -0.7863 -5.3803
H 1.1857 -5.5367 -1.2399
H 1.1829 4.3675 1.4083
H -1.7793 5.7255 2.4725
H 1.1713 -2.8447 -1.6858
H 2.6740 4.4485 2.3382
H 0.4284 -5.8567 1.3223
H 2.8567 4.0775 -2.5375
H -2.2413 -4.3063 3.7355
H -2.3956 -6.1814 5.3560
H -0.8376 0.2992 5.4376
H 1.2173 2.5486 2.7443
H -3.2510 -1.3087 1.2087
H -4.7581 5.2966 0.5458
H 1.9945 -4.7435 3.6044
H -5.6993 -0.8033 -2.7322
H 3.6715 1.7572 -3.3435
H -3.2560 6.5216 1.8711
H 1.8631 -6.6009 5.2521
H -5.0214 3.5287 -1.1879
H 3.6708 -1.3333 -0.8325
H -0.3304 -2.3535 5.3459
H 1.7875 0.9243 3.0374
H 4.0961 4.9194 -1.5952
H -1.6090 -1.3692 0.7485
H 4.1549 -1.1522 1.3669
H 3.3225 -0.3535 2.6903
H -4.0960 0.6628 -4.7794
H 4.4571 -0.4610 -2.1315
H 2.7883 2.3004 3.5198
H -5.0313 -0.8450 -4.9846
H 2.3876 -1.1169 1.4012



4.
101
Properties=species:S:1:pos:R:3 method="wB97M-V/def2-TZVPD" homo_ev="-13.9 / -13.9" spin_multiplicity=2 relative_energy_kcal_mol=15.3 fmax_ev_per_a=1.2 s_squared=0.75 charge=+2 energy_ha=-4540.88858 homo_lumo_gap_ev="8.392 / 6.698"
Ir 1.7864 0.4183 -0.4135
S 1.5357 0.7347 -3.1771
S -1.1533 1.7378 -0.1672
S 4.6917 0.7776 -1.7519
S -1.9819 -0.4938 1.3651
S 0.1543 -2.1197 0.4740
O 1.2771 -0.3963 -2.1794
O 3.6650 -0.0146 -0.9363
O 4.4714 2.1701 -1.5136
O 2.5556 1.1949 1.3960
O 0.4905 0.8487 -4.1303
O 5.9655 0.1928 -1.4912
O 1.8123 1.8736 -2.2655
N -1.3787 -1.8539 0.9117
N -2.2176 0.6045 0.2917
N 1.1451 -1.0250 0.6988
N 0.2792 1.5787 0.2010
C -0.0362 -2.7761 -1.1543
C 1.0594 -3.4516 -1.6772
C 4.0130 1.3736 1.5582
C -0.1062 1.1414 5.1176
C -4.9905 -2.4449 3.1027
C -3.7306 -2.1039 2.6444
C 0.6410 -3.4945 1.4832
C 2.8766 -0.0227 -5.3587
C 1.9040 -3.4902 2.0507
C -2.5595 1.1700 -2.4952
C -3.0724 3.5024 0.6076
C -3.5196 4.6657 1.2101
C 0.2322 -0.1355 4.6922
C -3.6052 -0.9620 1.8623
C 1.4146 -5.6539 2.9798
C -1.0038 1.9158 4.3905
C -1.1699 -2.5109 -1.9020
C -1.7117 3.2215 0.6292
C -2.4453 2.6456 -4.3896
C -5.9358 -0.5147 2.0033
C 0.1523 -5.6402 2.3943
C -1.2034 -2.9313 -3.2213
C -1.1147 3.1226 -2.4518
C 3.9811 -0.3702 -6.1267
C -1.6400 1.9827 -1.8510
C -4.6811 -0.1523 1.5369
C 4.2992 0.3680 -3.4512
C -2.9546 1.5088 -3.7795
C -0.1178 -3.6054 -3.7640
C -2.6095 5.5303 1.8102
C 3.0329 0.3553 -4.0345
C -0.3098 -0.6463 3.5228
C -1.1799 0.1534 2.7983
C -1.5265 3.4506 -3.7300
C -0.7895 4.0780 1.2021
C -0.2449 -4.5556 1.6323
C 4.2807 1.9247 2.9332
C 5.2392 -0.3496 -5.5567
C -1.2522 5.2425 1.7997
C 1.0095 -3.8706 -2.9949
C 5.3926 0.0114 -4.2223
C 2.2858 -4.5880 2.8095
C -1.5589 1.4216 3.2231
C -6.0876 -1.6538 2.7810
H 0.2653 3.8451 1.1708
H -3.6790 0.8932 -4.2956
H -0.5179 -6.4781 2.5265
H 1.9409 -3.6366 -1.0750
H 0.9134 -0.7416 5.2735
H 1.8483 -4.4022 -3.4222
H -2.8699 -2.7143 2.8824
H -0.1536 -3.9377 -4.7928
H 4.3655 2.0250 0.7593
H 0.3176 1.5316 6.0332
H -3.7677 2.8363 0.1119
H 6.1100 -0.6206 -6.1375
H -0.3982 3.7448 -1.9296
H 3.9000 2.9424 3.0396
H -2.2764 2.0115 2.6664
H 6.3720 0.0080 -3.7664
H 2.5649 -2.6465 1.9047
H 1.7207 -6.5073 3.5697
H -2.9835 0.3130 -1.9950
H 5.3575 1.9626 3.0979
H -0.5475 5.9288 2.2486
H -2.7684 2.9087 -5.3878
H 3.8393 1.2927 3.7035
H -2.0812 -2.7403 -3.8236
H -7.0691 -1.9291 3.1422
H -4.5740 4.9053 1.2033
H 3.2676 -4.6105 3.2617
H -1.1305 4.3338 -4.2116
H 4.4268 0.3816 1.4076
H -5.1189 -3.3306 3.7090
H 3.8483 -0.6528 -7.1615
H -1.2183 -4.5362 1.1585
H -6.7941 0.0932 1.7538
H 2.1005 2.0346 1.5592
H 1.8870 -0.0245 -5.7913
H -1.2826 2.9007 4.7395
H -4.5434 0.7283 0.9267
H -0.0525 -1.6445 3.1982
H -2.9620 6.4413 2.2745
H -2.0122 -1.9995 -1.4592